This record from the Open Molecules 2025 dataset describes a 4-piece molecular cluster, C35H79B2N2O18P4 overall at a distorted geometry. The level of theory is wB97M-V/def2-TZVPD.

Values from the calculation:
electronic energy: -115899.555 eV
2S+1: 1
charge: +1
HOMO energy: -10.408 eV
LUMO: -4.6503 eV

Each atom is followed by the atoms it is bonded to, with distances in Å.
Cartesian coordinates (Å):
1 C -4.09052 -3.10947 -5.73044  C2 1.640, H29 1.179, H30 1.191, H31 1.182
2 C -4.68106 -4.36017 -4.84881  C1 1.640, C3 1.652, H32 1.194, H33 1.194
3 C -6.33033 -4.45887 -4.86188  C2 1.652, O4 1.495, H34 1.188, H35 1.194
4 O -6.99113 -3.12890 -5.03388  C3 1.495, C5 1.471
5 C -8.36072 -3.26907 -4.51572  O4 1.471, C6 1.659, H36 1.178, H37 1.194
6 C -9.50608 -2.46607 -5.40684  C5 1.659, C7 1.672, C25 1.672
7 C -10.45165 -1.23968 -4.77594  C6 1.672, C8 1.657, N19 1.540
8 C -10.28309 -0.69758 -3.21937  C7 1.657, C9 1.672, H38 1.171, H39 1.190
9 C -9.97627 0.94298 -3.31740  C8 1.672, C10 1.639, H40 1.193, H41 1.171
10 C -8.57620 1.38827 -2.59002  C9 1.639, P11 1.946, H42 1.171, H43 1.193
11 P -7.01255 1.16014 -3.72589  C10 1.946, O12 1.581, O13 1.741, O16 1.762
12 O -6.13091 2.45663 -3.52569  P11 1.581
13 O -6.26866 -0.32809 -3.21235  P11 1.741, C14 1.471
14 C -4.81874 -0.19072 -3.00479  O13 1.471, C15 1.673, H44 1.192, H45 1.170
15 C -4.37841 -1.48441 -2.04043  C14 1.673, H46 1.170, H47 1.173, H48 1.194
16 O -7.53066 1.16206 -5.40992  P11 1.762, C17 1.475
17 C -6.66875 0.27921 -6.21741  O16 1.475, C18 1.658, H49 1.181, H50 1.182
18 C -6.37885 0.86347 -7.74197  C17 1.658, H51 1.175, H52 1.189, H53 1.179
19 N -11.54146 -0.53650 -5.60625  C7 1.540, C20 1.513, H54 1.064
20 C -11.84066 -0.88467 -7.04817  N19 1.513, C21 1.641, H55 1.189
21 C -10.99633 -2.03134 -7.86433  C20 1.641, B22 1.645, C25 1.673
22 B -11.37969 -2.34156 -9.43379  C21 1.645, N23 1.534, O24 1.485
23 N -12.47066 -3.32631 -9.87233  B22 1.534, H56 1.054, H57 1.064
24 O -10.66549 -1.60572 -10.50744  B22 1.485, H58 1.019
25 C -9.79968 -2.83042 -7.01161  C6 1.672, C21 1.673, B26 1.677
26 B -8.88247 -4.00941 -7.77424  C25 1.677, C27 1.673, O28 1.476
27 C -7.61637 -3.42941 -8.70069  B26 1.673, H59 1.170, H60 1.184, H61 1.188
28 O -9.14295 -5.45344 -7.61330  B26 1.476, H62 1.015
29 H -3.09744 -3.44411 -6.26988  C1 1.179
30 H -3.87724 -2.21687 -4.97089  C1 1.191
31 H -4.86096 -2.77407 -6.56197  C1 1.182
32 H -4.27439 -5.40251 -5.26468  C2 1.194
33 H -4.27271 -4.28774 -3.72943  C2 1.194
34 H -6.66857 -5.22804 -5.70122  C3 1.188
35 H -6.64145 -4.97840 -3.83316  C3 1.194
36 H -8.44343 -3.03876 -3.36344  C5 1.178
37 H -8.63831 -4.42453 -4.62736  C5 1.194
38 H -9.45663 -1.26136 -2.61018  C8 1.171
39 H -11.31552 -0.79623 -2.63559  C8 1.190
40 H -10.85323 1.53619 -2.76683  C9 1.193
41 H -9.94396 1.31654 -4.42684  C9 1.171
42 H -8.66198 2.49297 -2.20999  C10 1.171
43 H -8.43044 0.64316 -1.66935  C10 1.193
44 H -4.19031 -0.27293 -4.01457  C14 1.192
45 H -4.48813 0.76209 -2.41136  C14 1.170
46 H -3.22412 -1.54720 -1.85894  C15 1.170
47 H -4.85994 -2.45768 -2.48522  C15 1.173
48 H -4.94502 -1.28957 -1.00793  C15 1.194
49 H -5.61503 0.08562 -5.71977  C17 1.181
50 H -7.26832 -0.72867 -6.36596  C17 1.182
51 H -6.04378 -0.03633 -8.41869  C18 1.175
52 H -5.45579 1.61268 -7.71630  C18 1.189
53 H -7.33414 1.32850 -8.25349  C18 1.179
54 H -12.12329 0.21779 -5.13311  N19 1.064
55 H -12.71296 -0.29218 -7.59760  C20 1.189
56 H -13.35972 -2.78558 -10.04029  N23 1.054
57 H -12.23562 -3.71173 -10.83590  N23 1.064
58 H -10.50575 -0.66197 -10.15701  O24 1.019
59 H -7.54740 -3.93120 -9.75559  C27 1.170
60 H -7.73687 -2.26555 -8.88028  C27 1.184
61 H -6.61875 -3.54533 -8.06538  C27 1.188
62 H -8.27054 -5.94135 -7.79172  O28 1.015
63 O -1.61757 0.51313 -0.89464  P64 1.548
64 P -1.62318 0.76872 0.63241  O63 1.548, O65 1.656, O68 1.666, O71 1.730
65 O -1.12044 2.34052 0.49609  P64 1.656, C66 1.419
66 C -2.10754 3.30146 0.15582  O65 1.419, C67 1.518, H74 1.094, H75 1.094
67 C -3.07890 3.52994 1.29968  C66 1.518, H76 1.095, H77 1.094, H78 1.095
68 O -0.14093 0.03837 0.84162  P64 1.666, C69 1.419
69 C 0.35979 -0.92307 -0.07463  O68 1.419, C70 1.520, H79 1.095, H80 1.095
70 C 1.26144 -0.25358 -1.09944  C69 1.520, H81 1.093, H82 1.094, H83 1.096
71 O -1.62946 1.05430 2.33866  P64 1.730, C72 1.425
72 C -0.48540 0.94455 3.18038  O71 1.425, C73 1.521, H84 1.094, H85 1.094
73 C 0.58435 1.99178 2.91403  C72 1.521, H86 1.094, H87 1.094, H88 1.094
74 H -2.63816 2.98705 -0.74771  C66 1.094
75 H -1.58725 4.23629 -0.07174  C66 1.094
76 H -3.67502 2.63209 1.49095  C67 1.095
77 H -3.76523 4.35027 1.06860  C67 1.094
78 H -2.54369 3.76549 2.22514  C67 1.095
79 H -0.45154 -1.48636 -0.54626  C69 1.095
80 H 0.94859 -1.64657 0.49820  C69 1.095
81 H 0.76569 0.58065 -1.60256  C70 1.093
82 H 1.58688 -0.97132 -1.85799  C70 1.094
83 H 2.14780 0.16384 -0.60809  C70 1.096
84 H -0.07859 -0.07096 3.14876  C72 1.094
85 H -0.84964 1.08506 4.20260  C72 1.094
86 H 1.03114 1.88668 1.92128  C73 1.094
87 H 1.39139 1.90480 3.64810  C73 1.094
88 H 0.16286 3.00020 2.97062  C73 1.094
89 O 3.68826 2.17365 4.98083  P90 1.548
90 P 5.04353 1.45753 5.19914  O89 1.548, O91 1.656, O94 1.666, O97 1.730
91 O 5.54731 2.50430 6.37912  P90 1.656, C92 1.419
92 C 5.02916 2.29627 7.68366  O91 1.419, C93 1.518, H100 1.094, H101 1.094
93 C 5.59899 1.03863 8.31438  C92 1.518, H102 1.095, H103 1.094, H104 1.095
94 O 5.73933 2.19824 3.87949  P90 1.666, C95 1.419
95 C 4.96278 2.70137 2.80319  O94 1.419, C96 1.520, H105 1.095, H106 1.095
96 C 4.68015 4.18149 3.00518  C95 1.520, H107 1.093, H108 1.094, H109 1.096
97 O 6.55784 0.65737 5.44307  P90 1.730, C98 1.425
98 C 7.78271 1.04016 4.82455  O97 1.425, C99 1.521, H110 1.094, H111 1.094
99 C 8.31466 2.38903 5.28237  C98 1.521, H112 1.094, H113 1.094, H114 1.094
100 H 3.93663 2.25260 7.64833  C92 1.094
101 H 5.30847 3.16457 8.28734  C92 1.094
102 H 5.26229 0.14583 7.77807  C93 1.095
103 H 5.28051 0.94844 9.35736  C93 1.094
104 H 6.69305 1.04445 8.27699  C93 1.095
105 H 4.04412 2.12193 2.66790  C95 1.095
106 H 5.54901 2.57305 1.88768  C95 1.095
107 H 4.22379 4.38537 3.97729  C96 1.093
108 H 4.01447 4.55979 2.22401  C96 1.094
109 H 5.61523 4.75254 2.97628  C96 1.096
110 H 7.69940 0.98335 3.73478  C98 1.094
111 H 8.51312 0.27525 5.10515  C98 1.094
112 H 7.65666 3.21445 4.99610  C99 1.094
113 H 9.29540 2.58121 4.83634  C99 1.094
114 H 8.41052 2.41881 6.37217  C99 1.094
115 O 11.20539 0.66252 6.96996  P116 1.548
116 P 12.41160 -0.30097 6.85166  O115 1.548, O117 1.656, O120 1.666, O123 1.730
117 O 13.14744 0.25333 8.22759  P116 1.656, C118 1.419
118 C 12.65177 -0.24014 9.46224  O117 1.419, C119 1.518, H126 1.094, H127 1.094
119 C 13.00259 -1.70408 9.65715  C118 1.518, H128 1.095, H129 1.094, H130 1.095
120 O 13.18004 0.66877 5.73660  P116 1.666, C121 1.419
121 C 12.46845 1.58803 4.92224  O120 1.419, C122 1.520, H131 1.095, H132 1.095
122 C 12.47393 2.96864 5.55890  C121 1.520, H133 1.093, H134 1.094, H135 1.096
123 O 13.75936 -1.37752 6.71949  P116 1.730, C124 1.425
124 C 15.00853 -1.03886 6.12426  O123 1.425, C125 1.521, H136 1.094, H137 1.094
125 C 15.79952 0.00755 6.89327  C124 1.521, H138 1.094, H139 1.094, H140 1.094
126 H 11.56962 -0.08926 9.51665  C118 1.094
127 H 13.11123 0.35305 10.25812  C118 1.094
128 H 12.48491 -2.33061 8.92397  C119 1.095
129 H 12.71448 -2.04289 10.65694  C119 1.094
130 H 14.07633 -1.86945 9.52249  C119 1.095
131 H 11.45350 1.23517 4.71397  C121 1.095
132 H 12.98387 1.63918 3.95788  C121 1.095
133 H 12.10228 2.95038 6.58670  C122 1.093
134 H 11.85969 3.66516 4.98094  C122 1.094
135 H 13.49692 3.35918 5.60651  C122 1.096
136 H 14.87299 -0.75787 5.07525  C124 1.094
137 H 15.59466 -1.96274 6.10915  C124 1.094
138 H 15.29549 0.97801 6.91340  C125 1.094
139 H 16.78043 0.15663 6.43141  C125 1.094
140 H 15.94236 -0.30099 7.93353  C125 1.094